[1]
{"formula": "C26H31FO10", "method": "the ωB97M-V functional and the def2-TZVPD basis", "symbols": ["C", "C", "C", "C", "C", "F", "C", "C", "C", "O", "O", "C", "C", "C", "C", "C", "O", "C", "C", "C", "C", "C", "O", "H", "H", "H", "H", "H", "H", "H", "H", "H", "H", "H", "H", "H", "H", "H", "H", "H", "H", "H", "C", "C", "C", "O", "C", "O", "O", "H", "H", "H", "H", "H", "H", "C", "C", "C", "O", "C", "O", "O", "H", "H", "H", "H", "H", "H"], "xyz": [[1.5732, 3.0612, 0.5381], [0.2011, 2.8059, -0.0807], [0.2616, 2.3826, -1.5620], [1.2237, 1.2491, -1.8282], [2.4791, 1.5693, -2.3337], [2.7534, 2.8686, -2.5567], [3.4875, 0.6537, -2.6119], [4.8160, 1.2072, -3.1056], [5.6756, 1.5719, -1.9073], [5.8391, 2.6936, -1.5436], [6.2907, 0.5170, -1.2706], [3.2339, -0.7129, -2.4152], [4.3245, -1.6976, -2.7567], [1.9621, -1.0918, -1.9254], [0.9838, -0.1163, -1.6085], [-0.3285, -0.5637, -1.0385], [-1.2442, 0.2093, -0.8153], [-0.5069, -1.9840, -0.7207], [0.3850, -2.9283, -1.0285], [0.1683, -4.3750, -0.7032], [1.2033, -4.9166, 0.2996], [1.6215, -2.5472, -1.7673], [2.2983, -3.4294, -2.2518], [2.1647, 3.7211, -0.0977], [2.1227, 2.1266, 0.6615], [1.4746, 3.5247, 1.5191], [-0.3280, 2.0280, 0.4712], [-0.3952, 3.7200, -0.0333], [0.5827, 3.2427, -2.1478], [-0.7360, 2.1015, -1.8862], [5.3068, 0.4775, -3.7424], [4.6369, 2.1398, -3.6298], [5.6502, 0.0339, -0.7331], [4.3019, -2.5778, -2.1275], [5.3096, -1.2462, -2.6792], [4.1950, -2.0485, -3.7836], [-1.4342, -2.2393, -0.2234], [0.2672, -4.9381, -1.6331], [-0.8404, -4.4741, -0.3138], [1.5466, -4.1430, 0.9853], [2.0710, -5.2997, -0.2360], [0.7740, -5.7397, 0.8667], [-3.5568, -1.4640, 5.2997], [-2.5405, -1.5482, 4.1924], [-2.9966, -1.0733, 2.8293], [-2.1738, -1.8496, 1.9548], [-1.8304, -2.9858, 2.5957], [-1.2544, -3.8802, 2.0631], [-2.1870, -2.9226, 3.8956], [-3.2272, -2.0427, 6.1617], [-3.6890, -0.4270, 5.6067], [-4.5205, -1.8587, 4.9769], [-1.6134, -1.0428, 4.4784], [-2.8347, -0.0161, 2.6396], [-4.0418, -1.3210, 2.6331], [-3.1418, 4.2691, -0.0561], [-3.3805, 2.9409, 0.6117], [-3.5985, 1.7606, -0.3074], [-4.4133, 0.9004, 0.5049], [-5.0976, 1.6753, 1.3782], [-5.9716, 1.2872, 2.0835], [-4.6230, 2.9422, 1.3501], [-3.2408, 5.0796, 0.6646], [-2.1372, 4.2996, -0.4777], [-3.8644, 4.4402, -0.8548], [-2.5812, 2.7209, 1.3263], [-2.6854, 1.2446, -0.5967], [-4.1706, 2.0354, -1.1966]], "atomic_forces_ev_per_a": [[-0.152, -0.042, -0.095], [0.155, -0.090, -0.203], [0.014, 0.114, 0.162], [0.048, -0.120, -0.099], [0.046, -0.290, 0.124], [0.016, -0.035, -0.012], [-0.160, 0.142, 0.033], [-0.372, -0.098, 0.309], [-0.005, 0.085, -0.063], [0.144, 0.050, -0.011], [-0.042, 0.046, 0.131], [-0.255, 0.062, 0.113], [0.024, -0.009, -0.051], [0.149, 0.243, -0.058], [0.241, 0.014, -0.115], [0.184, -0.258, -0.042], [0.533, -0.385, -0.062], [-0.016, -0.194, -0.046], [-0.167, 0.170, 0.139], [0.299, 0.160, -0.116], [0.049, -0.088, -0.317], [-0.032, 0.076, 0.007], [0.023, -0.021, -0.108], [0.051, 0.034, 0.056], [0.059, 0.018, 0.004], [0.039, -0.007, 0.025], [-0.013, 0.078, 0.121], [0.119, -0.113, 0.100], [0.007, -0.019, -0.040], [0.024, 0.046, -0.091], [0.129, 0.114, -0.029], [0.051, -0.074, -0.200], [0.008, -0.107, -0.093], [-0.021, -0.023, 0.045], [-0.039, 0.037, -0.012], [-0.012, -0.071, 0.038], [0.027, 0.091, -0.050], [-0.159, -0.069, 0.008], [-0.003, -0.093, 0.015], [-0.134, -0.044, 0.139], [0.060, 0.067, 0.031], [-0.009, 0.078, 0.116], [-0.077, -0.239, -0.026], [-0.027, 0.050, 0.054], [-0.177, 0.101, 0.014], [-0.106, 0.119, -0.073], [0.227, 0.210, 0.042], [-0.094, -0.276, 0.172], [0.019, -0.020, -0.084], [0.056, 0.062, 0.018], [0.000, 0.018, -0.025], [0.008, 0.012, -0.024], [0.010, -0.008, 0.014], [0.079, -0.025, -0.020], [-0.031, 0.066, 0.053], [-0.226, 0.090, -0.024], [-0.073, 0.022, -0.141], [0.177, 0.042, -0.174], [-0.102, -0.015, 0.055], [0.242, 0.034, -0.123], [-0.098, -0.041, 0.102], [-0.023, 0.016, 0.126], [0.072, -0.004, 0.036], [-0.168, 0.015, -0.027], [-0.014, -0.026, 0.006], [0.009, 0.008, 0.026], [-0.528, 0.198, 0.212], [-0.065, 0.113, 0.008]], "nbo_charge": [-0.616, -0.386, -0.424, -0.048, 0.420, -0.321, -0.100, -0.547, 0.804, -0.514, -0.731, 0.139, -0.674, -0.171, -0.041, 0.540, -0.582, -0.261, 0.018, -0.444, -0.597, 0.518, -0.522, 0.214, 0.202, 0.215, 0.204, 0.196, 0.221, 0.239, 0.245, 0.260, 0.496, 0.252, 0.218, 0.238, 0.248, 0.228, 0.234, 0.205, 0.213, 0.224, -0.628, 0.067, -0.091, -0.501, 0.979, -0.595, -0.493, 0.232, 0.228, 0.222, 0.181, 0.205, 0.200, -0.625, 0.068, -0.120, -0.501, 0.969, -0.584, -0.501, 0.231, 0.219, 0.217, 0.177, 0.262, 0.172], "smiles": "CCCc1c(F)c(CC(=O)O)c(C)c2c1C(=O)C=C(CC)C2=O.C[C@@H]1COC(=O)O1.C[C@@H]1COC(=O)O1", "spin_multiplicity": 1, "gap_ev": 8.34, "lumo_energy_ev": -1.374, "e_homo_ha": -0.3569}


[2]
{"formula": "C26H31N2O6P2SSbSe4W", "method": "the ωB97M-V functional and the def2-TZVPD basis", "symbols": ["W", "C", "O", "C", "C", "C", "C", "C", "C", "N", "N", "C", "O", "C", "C", "C", "C", "C", "C", "C", "O", "H", "H", "H", "H", "H", "H", "H", "H", "H", "H", "H", "H", "C", "P", "C", "C", "C", "C", "C", "C", "C", "P", "C", "C", "H", "H", "H", "H", "H", "H", "H", "H", "H", "H", "H", "H", "H", "H", "H", "H", "C", "S", "O", "O", "O", "H", "H", "H", "Se", "Sb", "Se", "Se", "Se"], "xyz": [[-0.0270, -1.1083, 0.2533], [-5.4888, -1.8691, -0.8132], [-4.3725, -1.2113, -0.2340], [-4.0540, -1.5539, 1.0370], [-4.8904, -2.2007, 1.9279], [-4.4633, -2.4919, 3.2274], [-3.2037, -2.1341, 3.6439], [-2.3366, -1.4921, 2.7492], [-1.0277, -1.0569, 3.1733], [-0.2085, -0.4702, 2.3728], [1.0006, -0.0466, 2.8733], [1.7656, 0.3457, 1.9010], [1.3726, 0.3227, 0.6352], [3.1494, 0.7582, 2.1861], [3.8999, 1.3554, 1.1781], [5.2056, 1.7448, 1.4269], [5.7653, 1.5306, 2.6785], [5.0183, 0.9274, 3.6823], [3.7104, 0.5428, 3.4414], [-2.7516, -1.2233, 1.4444], [-1.9111, -0.6544, 0.5738], [-6.4228, -1.5822, -0.3253], [-5.3607, -2.9525, -0.7666], [-5.5193, -1.5505, -1.8513], [-5.8822, -2.4995, 1.6184], [-5.1363, -3.0025, 3.9023], [-2.8713, -2.3441, 4.6527], [-0.7401, -1.2026, 4.2109], [3.4577, 1.4939, 0.2002], [5.7900, 2.2072, 0.6423], [6.7884, 1.8269, 2.8712], [5.4599, 0.7507, 4.6543], [3.1205, 0.0649, 4.2102], [-2.2820, 3.3970, 0.4673], [-0.7676, 2.3633, 0.3172], [0.3641, 3.2854, 1.4364], [-0.1216, 2.8955, -1.3158], [0.2139, 4.2268, -1.5565], [0.7596, 4.6262, -2.7640], [0.9827, 3.6824, -3.7549], [0.6474, 2.3567, -3.5348], [0.0912, 1.9449, -2.3215], [-0.4401, 0.1924, -2.1132], [0.2887, -0.6491, -3.5363], [-2.2110, 0.2918, -2.5315], [-2.1059, 4.4370, 0.1867], [-2.6199, 3.3634, 1.5047], [-3.0780, 2.9880, -0.1555], [0.2007, 4.3635, 1.3999], [1.3982, 3.0726, 1.1649], [0.2086, 2.9436, 2.4610], [0.0526, 4.9676, -0.7822], [1.0161, 5.6649, -2.9284], [1.4175, 3.9751, -4.7019], [0.8341, 1.6417, -4.3224], [-0.0909, -0.2262, -4.4669], [0.0003, -1.6995, -3.5005], [1.3738, -0.5903, -3.5033], [-2.3294, 0.8975, -3.4308], [-2.7674, 0.7352, -1.7065], [-2.5887, -0.7142, -2.7015], [3.6689, -3.1505, -1.7814], [2.6005, -2.5994, -0.4592], [3.4560, -1.9604, 0.5315], [0.7155, -2.3969, 1.0802], [1.6096, -1.6477, -1.1723], [4.3340, -3.8751, -1.3203], [4.2208, -2.2861, -2.1525], [3.0570, -3.6145, -2.5556], [-1.7456, -6.4632, -2.1235], [0.0116, -4.7874, -1.6942], [1.5816, -5.3234, 0.0585], [0.6535, -4.7816, -4.0312], [-1.4465, -2.7715, -1.0678]], "atomic_forces_ev_per_a": [[0.537, 0.520, 0.649], [0.012, 0.041, -0.024], [-0.017, -0.031, 0.007], [0.071, 0.028, -0.055], [-0.032, -0.049, 0.050], [-0.026, 0.002, -0.036], [0.018, 0.032, 0.005], [-0.041, -0.076, -0.056], [-0.140, 0.461, -0.071], [0.557, -0.746, -0.025], [-0.127, 0.346, 0.046], [0.051, -0.522, 0.050], [-0.177, -0.374, -0.026], [-0.041, 0.304, -0.164], [0.010, -0.028, -0.009], [0.004, 0.005, 0.010], [0.002, 0.000, -0.002], [-0.008, -0.005, 0.005], [0.001, 0.039, -0.001], [0.027, 0.064, 0.152], [-0.120, -0.238, -0.236], [-0.008, 0.007, 0.005], [-0.019, -0.018, 0.005], [0.007, -0.011, -0.008], [0.012, 0.014, 0.010], [0.004, 0.000, -0.004], [0.008, 0.003, -0.007], [0.066, 0.206, 0.015], [0.001, -0.008, 0.002], [-0.001, -0.002, 0.001], [-0.002, -0.001, -0.001], [-0.001, 0.001, -0.003], [-0.007, -0.006, 0.007], [0.019, 0.001, -0.016], [-0.117, 0.028, -0.004], [-0.026, -0.029, 0.039], [0.056, 0.020, 0.029], [-0.003, 0.006, -0.014], [0.001, -0.004, -0.001], [-0.002, 0.003, 0.001], [0.042, -0.013, 0.010], [0.002, -0.051, -0.034], [0.140, 0.255, 0.185], [-0.119, -0.123, -0.156], [0.033, 0.087, 0.014], [-0.014, 0.005, 0.016], [0.002, -0.006, -0.002], [0.016, 0.006, -0.021], [0.016, 0.002, -0.013], [-0.007, -0.005, 0.000], [-0.018, 0.016, 0.002], [-0.001, -0.008, 0.002], [-0.002, -0.004, 0.000], [0.000, 0.000, 0.004], [-0.003, 0.000, -0.004], [0.009, -0.004, -0.001], [0.036, -0.046, 0.045], [0.003, 0.020, 0.018], [-0.017, -0.010, 0.000], [0.016, -0.006, 0.021], [-0.021, -0.016, -0.002], [-0.139, 0.524, -0.137], [0.448, -1.116, -0.167], [0.051, 0.262, -0.075], [-0.806, 0.333, -0.016], [-0.295, 0.198, 0.467], [0.021, -0.031, -0.006], [0.023, -0.055, -0.059], [0.036, 0.008, 0.005], [0.228, 0.070, 0.008], [-0.837, 0.343, -0.556], [0.372, 0.015, 0.298], [-0.035, 0.059, 0.290], [0.271, -0.691, -0.465]], "mulliken_spin": [0.003, 0.000, 0.000, -0.001, 0.000, 0.000, 0.001, -0.001, -0.001, 0.000, 0.001, 0.002, -0.002, 0.004, -0.001, 0.002, -0.001, 0.001, -0.001, 0.004, -0.005, 0.000, 0.000, 0.000, 0.000, 0.000, 0.000, 0.000, -0.001, 0.000, 0.000, 0.000, 0.000, 0.000, 0.001, 0.000, 0.000, 0.000, 0.000, 0.000, -0.002, 0.000, -0.008, 0.012, 0.004, 0.000, 0.000, 0.000, 0.000, 0.000, 0.000, 0.000, 0.000, 0.000, 0.000, -0.002, 0.002, -0.002, 0.000, 0.000, -0.001, 0.030, 0.104, 0.108, -0.003, 0.114, 0.004, -0.004, 0.011, 0.774, -0.018, 0.575, 0.302, -0.006], "spin_multiplicity": 3, "gap_ev": [6.66, 5.98], "lumo_energy_ev": [-0.981, -1.781], "relative_energy_ev": 1.1268, "e_homo_ha": [-0.2807, -0.2852]}


no.,DFT total energy (eV)
1,-50658.4013
2,-341892.7039